1.
Below is 11 unconnected molecules or ions with the total composition C12H46N2O11 at a distorted geometry, with properties calculated with ωB97M-V/def2-TZVPD.

```
! RIJCOSX wB97M-V def2-TZVPD def2/J DEFGRID3
* xyz 0 1
N 26.733 -1.782 -15.120
C 25.622 -2.534 -15.242
N 25.236 -2.586 -16.474
O 25.013 -3.092 -14.146
H 26.992 -1.488 -14.167
H 26.915 -1.116 -15.828
H 24.522 -3.284 -16.782
H 25.620 -2.118 -17.242
C 19.455 1.833 -16.160
C 20.713 1.749 -15.283
O 21.817 2.322 -15.886
H 18.643 1.405 -15.773
H 19.690 1.443 -17.104
H 19.173 2.938 -16.386
H 20.998 0.731 -15.074
H 20.550 2.300 -14.267
H 22.310 2.742 -15.129
C 21.692 -3.002 -14.881
O 22.417 -1.918 -15.401
H 22.124 -3.421 -13.978
H 21.710 -3.720 -15.708
H 20.638 -2.801 -14.758
H 22.653 -1.417 -14.606
C 23.698 4.195 -18.632
O 23.403 5.440 -18.004
H 24.462 4.211 -19.362
H 22.737 3.973 -19.170
H 23.891 3.310 -17.928
H 24.145 5.619 -17.554
C 27.723 3.952 -16.266
O 27.514 5.220 -15.615
H 27.028 3.722 -17.030
H 27.901 3.053 -15.709
H 28.564 4.010 -16.918
H 26.620 5.497 -15.724
C 23.256 0.472 -18.343
O 22.010 1.118 -18.341
H 23.885 1.268 -17.932
H 23.502 0.217 -19.336
H 23.192 -0.340 -17.685
H 21.818 1.614 -17.523
C 27.916 0.344 -17.141
O 26.529 0.024 -17.394
H 28.074 0.787 -16.146
H 28.238 1.048 -17.859
H 28.673 -0.412 -17.185
H 25.982 0.504 -16.758
C 22.424 2.306 -11.904
O 23.222 3.458 -12.004
H 22.935 1.470 -11.372
H 22.133 1.791 -12.877
H 21.493 2.554 -11.321
H 24.069 3.118 -11.952
C 24.385 4.515 -14.629
O 23.028 4.659 -14.432
H 24.826 4.285 -15.622
H 24.724 3.738 -13.933
H 24.797 5.431 -14.290
H 22.929 4.378 -13.519
C 24.619 0.907 -14.987
O 25.144 1.870 -15.881
H 23.951 0.163 -15.528
H 24.004 1.513 -14.317
H 25.474 0.462 -14.591
H 24.450 2.448 -16.229
C 26.843 2.662 -12.679
O 25.740 2.135 -12.026
H 27.634 2.791 -11.932
H 26.653 3.715 -12.997
H 27.299 2.035 -13.512
H 25.764 1.145 -11.979
*
```

Summary:
Lowest unoccupied orbital energy ... 0.071 eV
Strongest force on any atom ... 7.2 eV/A
Electronic energy ... -38686.39495 eV
Energy above the lowest of the compared OMol25 structures with the same formula, charge and spin ... 79.44 kcal per mole
Orbital gap ... 9.5 eV
HOMO energy ... -0.3468 Eh

---

2.
Below is a molecular structure, C3H6AlO4 at a distorted geometry, with properties calculated with ωB97M-V/def2-TZVPD.

```
! RIJCOSX wB97M-V def2-TZVPD def2/J DEFGRID3
* xyz 2 2
O 0.248 0.144 0.845
C 0.463 0.823 -0.291
O 0.692 1.973 -0.442
O 0.218 -0.111 -1.247
C 0.007 0.254 -2.565
H 0.006 1.318 -2.782
H -0.105 -0.601 -3.224
C 0.282 0.849 2.109
H 1.277 1.284 2.240
H -0.496 1.617 2.105
H 0.082 0.089 2.867
O -1.015 -2.798 0.452
H -1.583 -3.304 -0.145
Al -0.076 -1.537 0.080
*
```

Summary:
Lowest unoccupied orbital energy (alpha / beta) ... -11.472 / -11.478 eV
Strongest force on any atom ... 5.0 eV/A
Electronic energy ... -17974.73391 eV
Energy above the lowest of the compared OMol25 structures with the same formula, charge and spin ... 0.00 kcal per mole
Orbital gap (alpha / beta) ... 6.7 / 10.6 eV
HOMO energy (alpha / beta) ... -0.6671 / -0.8120 Eh

---

3.
Below is C4H7FO3S in the gas phase at a distorted geometry, with properties calculated with ωB97M-V/def2-TZVPD.

```
! RIJCOSX wB97M-V def2-TZVPD def2/J DEFGRID3
* xyz 0 1
C 2.152 -0.697 -0.276
C -0.540 -0.768 0.273
C 3.138 0.334 0.202
C -3.247 0.054 0.208
O -1.390 0.946 -1.538
O -1.282 1.764 0.776
O 0.855 -0.475 0.107
F -0.872 -1.825 -0.510
S -1.527 0.664 -0.117
H 2.429 -1.698 -0.546
H 3.816 0.480 -0.795
H 3.844 -0.030 0.911
H 2.711 1.259 0.617
H -3.704 0.330 -0.714
H -2.958 -0.938 0.351
H -3.424 0.601 1.052
*
```

Summary:
Lowest unoccupied orbital energy (alpha / beta) ... -1.024 / -0.066 eV
Strongest force on any atom ... 4.2 eV/A
Electronic energy ... -23950.74369 eV
Energy above the lowest of the compared OMol25 structures with the same formula, charge and spin ... 37.13 kcal per mole
Orbital gap (alpha / beta) ... 7.1 / 8.9 eV
HOMO energy (alpha / beta) ... -0.2996 / -0.3280 Eh

---

4.
Below is 2 unconnected molecules or ions with the total composition CH5BrN2 at a distorted geometry, with properties calculated with ωB97M-V/def2-TZVPD.

```
! RIJCOSX wB97M-V def2-TZVPD def2/J DEFGRID3
* xyz 0 1
C -1.335 -1.490 -0.046
N -2.211 -1.003 0.705
Br -3.066 0.513 0.111
H -1.101 -2.376 0.427
H -0.970 -1.167 -0.925
N 0.916 0.946 -0.024
H 0.322 1.583 -0.552
H 0.299 0.390 0.559
H 1.493 1.503 0.594
*
```

Summary:
Lowest unoccupied orbital energy ... 0.725 eV
Strongest force on any atom ... 3.5 eV/A
Electronic energy ... -74138.95962 eV
Energy above the lowest of the compared OMol25 structures with the same formula, charge and spin ... 0.00 kcal per mole
Orbital gap ... 10.8 eV
HOMO energy ... -0.3702 Eh

---

5.
Below is 2 unconnected molecules or ions with the total composition C8H11INO4 at a distorted geometry, with properties calculated with ωB97M-V/def2-TZVPD.

```
! RIJCOSX wB97M-V def2-TZVPD def2/J DEFGRID3
* xyz 1 1
C -3.093 -1.980 0.390
C -4.439 0.284 0.462
C -0.047 -0.601 0.499
C 0.236 -0.111 -0.887
C 2.055 0.068 0.398
C 3.023 -1.049 0.494
C 2.374 1.432 1.031
C -0.706 1.167 -1.360
N -4.243 -0.883 0.329
O -4.707 1.388 0.504
O 1.002 -0.438 1.181
O 1.601 0.112 -0.933
O -2.037 0.842 -1.169
I -3.579 -3.634 -0.733
H -0.958 -1.007 0.883
H -0.172 -0.858 -1.480
H 3.942 -0.620 0.169
H 2.611 -1.887 -0.137
H 3.077 -1.398 1.504
H 2.218 1.242 2.067
H 1.656 2.217 0.811
H 3.333 1.775 1.013
H -0.468 1.430 -2.406
H -0.307 1.947 -0.581
H -2.375 0.561 -2.049
*
```

Summary:
Lowest unoccupied orbital energy ... -5.315 eV
Strongest force on any atom ... 6.9 eV/A
Electronic energy ... -26241.94076 eV
Energy above the lowest of the compared OMol25 structures with the same formula, charge and spin ... 57.23 kcal per mole
Orbital gap ... 7.1 eV
HOMO energy ... -0.4565 Eh